# C27H57FN4O10P

A cluster of 5 separate species, C27H57FN4O10P in total at a distorted geometry (ωB97M-V/def2-TZVPD, the Open Molecules 2025 dataset).

Summary:
**Strongest force on any atom**: 1.0 eV/Å
**HOMO energy**: -0.15964 Eh

```
! wB97M-V def2-TZVPD RIJCOSX def2/J DEFGRID3
* xyz -1 1
C 3.668 -5.949 2.884
C 3.544 -4.993 1.721
O 4.217 -3.996 1.665
O 2.742 -5.359 0.697
C 1.379 -5.699 1.067
C 0.518 -5.815 -0.167
C 0.144 -4.516 -0.923
C 0.675 -3.187 -0.410
C -0.038 -2.655 0.831
O 0.104 -1.264 0.832
P 0.345 -0.606 -0.763
C 0.213 1.188 -0.015
C 0.379 1.282 1.436
O -0.464 1.576 2.254
F 1.621 1.034 1.890
O 2.039 -0.668 -0.457
C 2.911 -0.727 -1.553
C 3.381 0.652 -2.076
C 4.740 0.988 -1.436
C 3.492 0.724 -3.614
C 4.474 -0.282 -4.229
C 2.139 0.559 -4.315
O 0.372 -2.222 -1.404
H 2.789 -6.567 3.051
H 4.513 -6.614 2.690
H 3.880 -5.373 3.784
H 1.398 -6.675 1.565
H 0.980 -4.988 1.788
H -0.413 -6.270 0.188
H 0.978 -6.555 -0.828
H 0.481 -4.596 -1.960
H -0.944 -4.421 -0.972
H 1.754 -3.155 -0.222
H -1.114 -2.899 0.779
H 0.407 -3.044 1.756
H 0.572 -0.050 -2.058
H -1.088 -0.577 -0.949
H -0.792 1.563 -0.203
H 0.929 1.847 -0.513
H 3.800 -1.265 -1.196
H 2.500 -1.329 -2.373
H 2.701 1.434 -1.730
H 5.465 0.188 -1.604
H 4.612 1.058 -0.351
H 5.157 1.923 -1.821
H 3.843 1.730 -3.876
H 5.400 -0.389 -3.662
H 4.748 0.084 -5.218
H 4.022 -1.272 -4.327
H 1.767 -0.464 -4.217
H 2.250 0.759 -5.388
H 1.376 1.224 -3.905
C -5.006 3.633 0.667
C -3.676 2.942 0.881
O -2.895 2.748 -0.034
N -3.388 2.538 2.148
C -4.199 2.700 3.330
H -5.090 3.885 -0.387
H -5.830 2.967 0.935
H -5.076 4.543 1.263
H -2.484 2.079 2.239
H -3.666 3.286 4.083
H -4.438 1.725 3.766
H -5.123 3.216 3.091
C 3.710 1.317 -8.596
C 4.181 2.337 -7.584
O 4.684 2.008 -6.528
N 4.011 3.654 -7.895
C 3.426 4.226 -9.089
H 3.912 0.330 -8.194
H 2.639 1.414 -8.776
H 4.240 1.433 -9.543
H 4.335 4.279 -7.175
H 4.147 4.865 -9.603
H 2.551 4.829 -8.839
H 3.117 3.440 -9.770
C -1.626 -3.379 3.921
C -1.007 -4.739 4.128
O -0.819 -5.515 3.206
N -0.643 -5.079 5.398
C -0.771 -4.289 6.604
H -1.849 -3.262 2.866
H -2.548 -3.283 4.497
H -0.938 -2.587 4.217
H -0.233 -5.996 5.468
H 0.207 -4.112 7.054
H -1.399 -4.802 7.336
H -1.221 -3.329 6.377
C -5.973 7.241 4.972
C -6.317 6.139 3.998
O -5.568 5.821 3.092
N -7.507 5.499 4.169
C -8.514 5.732 5.183
H -5.002 7.640 4.698
H -6.711 8.043 4.931
H -5.924 6.858 5.992
H -7.675 4.776 3.488
H -8.675 4.832 5.780
H -9.464 6.013 4.724
H -8.204 6.532 5.846
*
```

***

# C13H17N5O4

An isolated molecule of C13H17N5O4 at a distorted geometry (ωB97M-V/def2-TZVPD, the Open Molecules 2025 dataset).

Summary:
**Strongest force on any atom**: 5.0 eV/Å
**Energy above the lowest of the compared OMol25 structures with the same formula, charge and spin**: 111.9 kcal/mol
**SMILES**: O=c1[nH]c(N[C@@H]2CCCO2)nc2ncn(O[C@@H]3CCCO3)c12
**HOMO energy**: -0.28661 Eh

```
! wB97M-V def2-TZVPD RIJCOSX def2/J DEFGRID3
* xyz 0 1
O -0.195 -1.748 1.003
C -0.419 -0.572 0.930
N -1.406 -0.236 0.071
C -1.624 1.082 -0.266
N -2.548 1.494 -1.157
C -3.671 0.641 -1.519
C -3.454 -0.290 -2.747
C -4.449 0.047 -3.863
C -4.924 1.378 -3.420
O -4.659 1.504 -1.970
N -0.890 2.061 0.276
C 0.012 1.730 1.223
N 0.787 2.558 2.009
C 1.441 1.667 2.767
N 1.146 0.410 2.582
O 1.987 -0.700 2.910
C 3.055 -1.062 1.915
C 3.916 -2.239 2.279
C 5.292 -1.788 1.752
C 5.160 -0.342 1.365
O 3.896 0.140 1.736
C 0.222 0.421 1.603
H -1.889 -0.944 -0.383
H -2.419 2.427 -1.582
H -4.101 0.125 -0.655
H -2.416 -0.294 -3.154
H -3.519 -1.351 -2.390
H -5.195 -0.697 -3.819
H -4.104 0.088 -4.877
H -5.935 1.615 -3.712
H -4.321 2.079 -3.879
H 2.268 2.028 3.425
H 2.567 -1.367 0.960
H 3.967 -2.400 3.315
H 3.550 -3.122 1.814
H 5.606 -2.319 0.944
H 6.026 -1.885 2.438
H 5.268 -0.234 0.289
H 5.973 0.097 1.789
*
```

***

# C24H43NP2Zr

A structure of composition C24H43NP2Zr at a distorted geometry (ωB97M-V/def2-TZVPD, the Open Molecules 2025 dataset).

Summary:
**Strongest force on any atom**: 4.7 eV/Å
**Energy above the lowest of the compared OMol25 structures with the same formula, charge and spin**: 0.0 kcal/mol
**HOMO energy**: -0.49195 Eh

```
! wB97M-V def2-TZVPD RIJCOSX def2/J DEFGRID3
* xyz 2 1
P 0.389 -1.992 -0.120
P 0.244 1.355 -0.161
C 0.126 -1.060 -1.679
C 0.618 0.394 -1.688
H -0.944 -1.115 -1.934
H 0.683 -1.632 -2.425
H 1.696 0.453 -1.918
H 0.115 0.915 -2.504
C -1.436 2.016 -0.405
H -1.672 2.605 0.493
H -2.176 1.207 -0.469
H -1.498 2.658 -1.298
C 1.297 2.828 -0.181
H 1.181 3.414 -1.106
H 2.349 2.534 -0.048
H 1.000 3.436 0.688
C -0.652 -3.447 -0.181
H -0.381 -4.082 0.672
H -0.495 -3.986 -1.123
H -1.700 -3.148 -0.065
C 2.067 -2.705 -0.378
H 2.855 -1.937 -0.322
H 2.082 -3.206 -1.358
H 2.248 -3.435 0.426
Zr 0.657 -0.330 1.789
C 0.905 1.160 -4.699
C -0.431 1.199 -4.532
C -1.410 0.511 -5.433
C -1.020 -0.930 -5.865
C -0.332 -1.754 -4.809
C 0.998 -1.805 -4.620
C 1.996 -1.050 -5.450
C 1.608 0.413 -5.793
C 0.521 -2.173 2.986
H 1.574 1.753 -4.065
H -0.912 1.850 -3.788
H -1.573 1.103 -6.353
H -2.375 0.483 -4.900
H -1.963 -1.436 -6.131
H -0.406 -0.871 -6.777
H -1.011 -2.403 -4.243
H 1.451 -2.532 -3.932
H 2.198 -1.568 -6.407
H 2.945 -1.057 -4.888
H 2.549 0.945 -6.008
H 1.001 0.417 -6.710
H 1.218 -2.045 3.833
H 0.707 -3.154 2.534
H -0.486 -2.221 3.431
C 0.752 2.234 6.660
N 0.828 1.172 5.706
C 0.752 -0.158 6.224
C 0.587 1.438 4.285
C -0.852 1.239 3.883
C -1.869 1.769 4.687
C -3.194 1.389 4.474
C -3.496 0.546 3.408
C -2.500 0.106 2.521
C -1.176 0.501 2.727
H 1.504 2.056 7.446
H -0.235 2.269 7.162
H 0.940 3.200 6.171
H -0.273 -0.574 6.197
H 1.407 -0.844 5.666
H 1.076 -0.120 7.277
H 0.873 2.497 4.143
H 1.330 0.804 3.701
H -1.609 2.457 5.491
H -3.976 1.760 5.144
H -4.530 0.235 3.256
H -2.744 -0.552 1.683
*
```

***

# C4H4N2

A structure of composition C4H4N2 at a distorted geometry (ωB97M-V/def2-TZVPD, the Open Molecules 2025 dataset).

Summary:
**Strongest force on any atom**: 4.9 eV/Å
**Energy above the lowest of the compared OMol25 structures with the same formula, charge and spin**: 91.7 kcal/mol
**HOMO energy**: -0.36731 Eh

```
! wB97M-V def2-TZVPD RIJCOSX def2/J DEFGRID3
* xyz 0 1
C -0.478 -0.578 0.692
C 0.943 -0.786 0.228
C 1.111 0.205 -0.762
C -0.374 0.416 -1.302
H -2.018 -0.396 1.974
H 1.575 -0.800 1.077
H 1.936 1.142 -1.293
H -0.483 1.361 -2.022
N -0.969 -0.621 1.847
N -1.243 0.057 -0.439
*
```

***

# C4H12N2

A cluster of 2 separate species, C4H12N2 in total at a distorted geometry (ωB97M-V/def2-TZVPD, the Open Molecules 2025 dataset).

Summary:
**Strongest force on any atom**: 2.0 eV/Å
**Energy above the lowest of the compared OMol25 structures with the same formula, charge and spin**: 15.5 kcal/mol
**SMILES**: [H]/N=C/N.CCC
**HOMO energy**: -0.33900 Eh

```
! wB97M-V def2-TZVPD RIJCOSX def2/J DEFGRID3
* xyz 0 1
H 0.450 -2.902 1.038
N 0.692 -3.472 1.840
C 0.342 -2.865 2.900
N 0.422 -3.467 4.120
H -0.075 -1.858 2.855
H 1.021 -4.278 4.096
H 0.071 -3.086 4.973
C 0.630 2.327 -1.132
C -0.163 2.370 -2.418
C -1.343 1.385 -2.459
H 1.015 1.334 -0.899
H 1.562 2.842 -1.374
H 0.310 2.872 -0.253
H -0.475 3.381 -2.688
H 0.476 2.020 -3.239
H -0.976 0.366 -2.326
H -1.902 1.475 -3.385
H -2.056 1.557 -1.648
*
```

***

# C4H3PS

An isolated molecule of C4H3PS at a distorted geometry (ωB97M-V/def2-TZVPD, the Open Molecules 2025 dataset).

Summary:
**Strongest force on any atom**: 4.4 eV/Å
**Energy above the lowest of the compared OMol25 structures with the same formula, charge and spin**: 14.3 kcal/mol
**SMILES**: C=CP=C=C=S
**HOMO energy (alpha / beta)**: -0.31141 / -0.31136 Eh

```
! wB97M-V def2-TZVPD RIJCOSX def2/J DEFGRID3
* xyz 0 1
C -1.218 -0.393 -0.380
C -0.720 0.380 0.496
P -0.043 1.983 0.071
C 1.399 1.115 -0.153
C 1.841 -0.048 -0.034
S 2.205 -1.615 -0.102
H -1.575 -1.348 -0.062
H -1.150 -0.159 -1.395
H -0.738 0.084 1.560
*
```

***

# C4H14N3

The ion C4H14N3 with charge +1 at a distorted geometry (ωB97M-V/def2-TZVPD, the Open Molecules 2025 dataset).

Summary:
**Strongest force on any atom**: 2.6 eV/Å
**Energy above the lowest of the compared OMol25 structures with the same formula, charge and spin**: 34.6 kcal/mol
**SMILES**: NCC[C@H]([NH3+])CN
**HOMO energy**: -0.51433 Eh

```
! wB97M-V def2-TZVPD RIJCOSX def2/J DEFGRID3
* xyz 1 1
N 1.570 1.272 1.241
C 0.154 1.651 1.452
C -0.563 1.299 0.089
C -0.743 -0.213 -0.177
N 0.103 -1.077 0.747
C -0.288 -0.630 -1.611
N -0.412 -2.100 -1.670
H 1.696 1.320 0.238
H 2.225 1.967 1.587
H -0.136 2.685 1.637
H -0.368 1.262 2.317
H 0.208 1.651 -0.644
H -1.412 1.761 -0.410
H -1.774 -0.516 -0.098
H -0.387 -1.334 1.594
H 1.038 -0.687 0.995
H 0.294 -1.894 0.035
H 0.783 -0.433 -1.831
H -0.923 -0.169 -2.359
H 0.220 -2.598 -2.278
H -1.358 -2.459 -1.817
*
```

***

# C6H10N2O

An isolated molecule of C6H10N2O at a distorted geometry (ωB97M-V/def2-TZVPD, the Open Molecules 2025 dataset).

Summary:
**Strongest force on any atom**: 6.4 eV/Å
**Energy above the lowest of the compared OMol25 structures with the same formula, charge and spin**: 203.5 kcal/mol
**SMILES**: N[C@@]12C[C@H]1OC[C@H]1N[C@H]12
**HOMO energy**: -0.33530 Eh

```
! wB97M-V def2-TZVPD RIJCOSX def2/J DEFGRID3
* xyz 0 1
N -1.448 -0.927 1.094
C -0.958 -0.553 -0.187
C -2.027 0.424 -0.590
C -0.706 0.823 -0.341
O 0.025 1.457 0.656
C 1.291 1.216 0.267
C 1.487 -0.165 -0.416
N 1.372 -1.421 0.379
C 0.363 -1.155 -0.869
H -0.752 -0.564 1.932
H -1.116 -1.935 1.065
H -2.287 0.818 -1.763
H -2.676 0.304 0.236
H -0.115 1.093 -1.165
H 1.862 1.651 1.340
H 1.745 1.917 -0.587
H 2.575 -0.151 -0.635
H 0.873 -0.967 1.337
H 0.493 -1.864 -1.754
*
```

***

# C6H12N2

A structure of composition C6H12N2 at a distorted geometry (ωB97M-V/def2-TZVPD, the Open Molecules 2025 dataset).

Summary:
**Strongest force on any atom**: 2.1 eV/Å
**Energy above the lowest of the compared OMol25 structures with the same formula, charge and spin**: 65.4 kcal/mol
**HOMO energy**: -0.25582 Eh

```
! wB97M-V def2-TZVPD RIJCOSX def2/J DEFGRID3
* xyz 0 1
C -1.867 1.400 -0.159
C 0.416 -2.727 0.688
N -0.596 1.336 -0.875
C 0.841 1.036 0.260
C 0.400 -1.389 -0.016
N -0.113 -1.253 -1.221
C 0.768 -0.252 0.754
C 1.701 2.035 0.175
H -0.422 2.149 -1.453
H -0.516 0.294 -1.401
H -0.475 -2.125 -1.592
H 0.992 -0.383 1.805
H -1.875 0.560 0.543
H -2.721 1.294 -0.833
H -1.960 2.332 0.398
H -0.317 -2.744 1.500
H 0.195 -3.547 0.003
H 1.396 -2.913 1.131
H 1.434 3.009 -0.210
H 2.721 1.890 0.505
*
```

***

# C19H29FN2O5S

An isolated molecule of C19H29FN2O5S at a distorted geometry (ωB97M-V/def2-TZVPD, the Open Molecules 2025 dataset).

Summary:
**Strongest force on any atom**: 2.6 eV/Å
**Energy above the lowest of the compared OMol25 structures with the same formula, charge and spin**: 22.7 kcal/mol
**SMILES**: O=C(NC[C@H]1C[C@@H]2CC[C@H]1N2C(=O)[C@H]1CCS(=O)(=O)C1)[C@@H](F)C1CCOCC1
**HOMO energy**: -0.35804 Eh

```
! wB97M-V def2-TZVPD RIJCOSX def2/J DEFGRID3
* xyz 0 1
O -0.714 0.344 -2.019
C -0.065 -0.248 -1.158
N -0.024 0.184 0.113
C -0.719 1.371 0.617
C -1.529 1.058 1.893
C -0.655 0.691 3.121
C -1.074 1.721 4.186
C -2.510 1.472 4.685
C -3.378 1.852 3.468
C -2.341 2.273 2.408
N -1.347 2.841 3.305
C -0.758 4.057 3.340
O 0.137 4.307 4.146
C -1.194 5.160 2.338
C -1.340 6.543 3.046
C -0.058 7.368 2.839
S 0.377 7.041 1.076
O -0.549 7.779 0.218
O 1.824 7.109 0.882
C -0.169 5.273 1.158
C 0.752 -1.513 -1.513
F -0.093 -2.487 -1.871
C 1.834 -1.269 -2.605
C 2.938 -0.262 -2.195
C 3.986 -0.092 -3.312
O 4.543 -1.368 -3.622
C 3.598 -2.311 -4.128
C 2.531 -2.577 -3.051
H 0.535 -0.329 0.774
H 0.022 2.148 0.817
H -1.391 1.796 -0.135
H -2.216 0.242 1.657
H -0.827 -0.331 3.462
H 0.411 0.788 2.911
H -0.336 1.899 4.974
H -2.659 0.439 5.002
H -2.735 2.113 5.539
H -4.002 1.025 3.126
H -4.042 2.683 3.713
H -2.750 2.904 1.617
H -2.175 4.893 1.951
H -2.184 7.080 2.606
H -1.584 6.453 4.109
H -0.100 8.442 2.998
H 0.754 6.946 3.430
H 0.763 4.764 1.405
H -0.469 4.963 0.161
H 1.237 -1.890 -0.614
H 1.338 -0.863 -3.491
H 2.506 0.706 -1.935
H 3.437 -0.605 -1.288
H 3.548 0.365 -4.201
H 4.788 0.571 -2.983
H 3.146 -1.945 -5.053
H 4.122 -3.234 -4.380
H 2.998 -3.062 -2.193
H 1.794 -3.295 -3.415
*
```

***

# C4H4N3O

A cluster of 2 separate species, C4H4N3O in total at a distorted geometry (ωB97M-V/def2-TZVPD, the Open Molecules 2025 dataset).

Summary:
**Strongest force on any atom**: 1.5 eV/Å
**Energy above the lowest of the compared OMol25 structures with the same formula, charge and spin**: 57.9 kcal/mol
**HOMO energy (alpha / beta)**: -0.52517 / -0.52767 Eh

```
! wB97M-V def2-TZVPD RIJCOSX def2/J DEFGRID3
* xyz 1 1
C -0.821 0.288 1.172
C -0.681 -1.082 1.135
C -0.174 0.897 0.036
C 0.387 -0.222 -0.445
N 2.045 -0.042 -3.243
N 1.649 -0.066 -2.228
N 0.044 -1.419 0.034
O -0.066 2.154 -0.328
H -1.302 0.878 1.933
H -1.026 -1.822 1.832
H 0.379 -2.337 -0.220
H -0.434 2.773 0.321
*
```

***

# C5H5NO3

An isolated molecule of C5H5NO3 at a distorted geometry (ωB97M-V/def2-TZVPD, the Open Molecules 2025 dataset).

Summary:
**Strongest force on any atom**: 3.5 eV/Å
**Energy above the lowest of the compared OMol25 structures with the same formula, charge and spin**: 20.3 kcal/mol
**SMILES**: O=C(O)C1=NC=COC1
**HOMO energy**: -0.31954 Eh

```
! wB97M-V def2-TZVPD RIJCOSX def2/J DEFGRID3
* xyz 0 1
O -0.323 2.938 0.072
C 0.343 1.947 0.381
O 1.514 2.045 1.034
C -0.109 0.531 0.080
N -1.278 0.281 -0.495
C -1.574 -1.001 -0.930
C -0.664 -2.029 -0.806
O 0.602 -1.835 -0.312
C 0.811 -0.624 0.441
H 1.672 3.010 1.135
H -2.582 -1.179 -1.326
H -0.959 -3.019 -1.107
H 1.863 -0.246 0.318
H 0.685 -0.819 1.514
*
```